No. 1
Entry from OMol25: a molecular structure, C30H43Br2F6NO3Si2 in a non-equilibrium geometry (the ωB97M-V functional and the def2-TZVPD basis).

Structure (XYZ):
```
87
Properties=species:S:1:pos:R:3:lowdin_charge:R:1
C 3.772 0.100 0.317 -0.092
C 2.558 0.929 -0.317 -0.300
O 1.347 0.167 -0.500 -0.222
Si 0.161 0.620 0.697 0.514
C -1.386 -0.399 0.273 -0.220
C -2.220 -0.967 1.501 -0.276
C -3.661 -1.497 1.011 -0.159
C -4.659 -1.556 2.269 -0.199
N -5.665 -0.467 2.285 -0.119
C -5.154 0.766 2.993 -0.069
C -6.863 -0.853 3.021 -0.449
C -8.130 0.123 2.893 -0.012
O -6.982 -1.835 3.761 0.050
O -0.092 2.326 0.400 -0.313
Si -1.526 2.901 1.146 0.521
C -2.671 3.787 -0.114 -0.227
C -4.172 3.254 -0.111 -0.139
C -4.948 3.610 -1.462 -0.477
F -5.206 4.978 -1.590 0.079
F -6.196 2.965 -1.451 0.066
F -4.273 3.211 -2.607 0.089
C -0.934 4.071 2.570 -0.697
Br 1.037 4.354 2.760 0.600
C -1.793 4.699 3.479 -0.738
C -3.360 4.453 3.341 -0.107
Br -0.973 5.821 4.883 0.620
C 0.977 0.263 2.383 -0.303
F 1.712 -0.984 2.405 -0.085
C 0.040 0.325 3.654 -0.232
C 0.787 0.672 5.025 -0.103
H 4.007 0.522 1.355 0.077
H 3.566 -0.998 0.449 0.079
H 4.687 0.327 -0.307 0.070
H 2.927 1.346 -1.314 0.123
H 2.423 1.853 0.348 0.097
H -1.032 -1.293 -0.346 0.105
H -2.125 0.156 -0.401 0.086
H -2.395 -0.243 2.348 0.046
H -1.688 -1.867 1.965 0.124
H -3.484 -2.581 0.697 0.115
H -4.065 -0.871 0.152 0.110
H -5.171 -2.571 2.209 0.127
H -4.007 -1.605 3.204 0.129
H -5.328 1.636 2.282 0.081
H -5.773 1.011 3.924 0.101
H -4.086 0.668 3.343 0.080
H -8.080 0.795 3.816 0.085
H -9.093 -0.456 2.846 0.088
H -7.954 0.799 1.998 0.080
H -2.327 1.813 1.730 0.017
H -2.712 4.880 0.213 0.093
H -2.273 3.697 -1.171 0.099
H -4.272 2.127 -0.007 0.114
H -4.764 3.787 0.706 0.116
H -3.642 3.377 3.523 0.073
H -3.642 4.825 2.301 0.067
H -3.850 5.168 4.084 0.085
H 1.780 1.068 2.534 0.114
H -0.392 -0.726 3.789 0.113
H -0.851 1.015 3.572 0.085
H 0.565 1.770 5.249 0.071
H 1.892 0.466 4.930 0.080
H 0.377 0.083 5.913 0.079
F 4.904 -1.403 -1.470 0.024
C 4.387 -1.466 -2.708 -0.295
C 3.201 -2.151 -2.915 -0.008
C 2.664 -2.211 -4.196 -0.072
C 3.324 -1.595 -5.256 -0.097
C 4.516 -0.914 -5.036 -0.089
C 5.049 -0.844 -3.754 -0.039
H 2.706 -2.630 -2.079 0.120
H 1.732 -2.737 -4.368 0.106
H 2.906 -1.646 -6.255 0.104
H 5.031 -0.439 -5.863 0.108
H 5.973 -0.311 -3.563 0.120
F 5.390 -4.043 -6.376 0.061
C 6.560 -4.414 -5.831 -0.282
C 7.340 -5.361 -6.475 -0.020
C 8.553 -5.742 -5.914 -0.086
C 8.968 -5.180 -4.710 -0.100
C 8.173 -4.233 -4.070 -0.078
C 6.965 -3.844 -4.636 -0.007
H 6.996 -5.794 -7.408 0.115
H 9.175 -6.476 -6.413 0.103
H 9.912 -5.481 -4.270 0.099
H 8.496 -3.799 -3.130 0.106
H 6.338 -3.101 -4.156 0.095
```

Computed properties:
- total charge = 0
- orbital gap (eV) = 9.144
- E_HOMO (eV) = -9.19



No. 2
Entry from OMol25: a molecular structure, C22H29N3O3 in a non-equilibrium geometry (the ωB97M-V functional and the def2-TZVPD basis).

Structure (XYZ):
```
57
Properties=species:S:1:pos:R:3:lowdin_charge:R:1
C 0.596 1.134 -6.339 0.004
C -0.032 0.808 -4.894 -0.336
C -0.009 1.805 -3.949 -0.070
C -0.644 1.612 -2.807 -0.008
C -1.263 0.238 -2.504 -0.136
C -1.083 -0.599 -3.489 -0.056
C -0.581 -0.250 -4.773 -0.112
H -0.424 -1.367 -5.429 0.208
H -1.353 -1.735 -3.218 0.167
C -1.635 0.141 -1.134 -0.457
N -1.474 1.035 -0.254 0.221
C -2.110 0.267 0.756 -0.112
C -2.599 -1.031 0.497 -0.170
O -1.924 -1.049 -0.755 0.086
C -2.927 -2.252 1.209 0.019
H -2.063 -2.557 1.560 0.025
H -3.619 -2.705 0.579 0.076
H -3.575 -1.734 2.025 0.137
C -2.388 1.015 2.246 -0.119
N -1.365 1.161 3.122 -0.210
C -0.119 1.355 2.615 -0.178
C 1.093 0.490 2.613 -0.191
C 0.887 -0.687 1.645 -0.502
O 0.351 -1.649 1.840 0.134
N 1.346 -0.706 0.375 -0.054
C 1.851 0.733 -0.026 -0.027
H 1.613 1.576 0.607 0.070
C 3.450 0.381 -0.420 -0.199
O 3.358 -0.490 -1.486 -0.125
C 2.710 -1.706 -0.897 -0.156
H 2.939 -2.583 -1.710 0.162
C 1.241 -1.637 -0.646 -0.125
H 0.844 -2.392 -0.142 0.087
H 0.624 -1.220 -1.548 0.160
H 3.204 -2.128 -0.072 0.105
H 3.977 1.310 -0.865 0.145
H 3.832 -0.021 0.456 0.082
H 1.354 1.332 -0.993 0.151
H 1.980 0.832 2.497 0.071
C 1.184 -0.227 4.009 -0.019
C -0.305 0.098 4.998 -0.046
C -1.327 0.108 3.873 -0.353
H -2.400 -0.076 4.456 0.154
H -1.522 -1.023 3.351 0.170
H -0.261 -0.880 5.598 0.128
H -0.289 0.906 5.526 0.026
H 1.791 0.105 4.723 0.034
H 1.000 -1.350 4.089 0.120
H 0.325 2.143 3.341 0.164
H -0.120 1.886 1.536 0.162
H -3.347 0.653 2.625 0.115
H -2.601 2.093 1.907 0.139
H -0.638 2.318 -1.948 0.112
H 0.202 2.937 -4.315 0.171
H 0.363 2.193 -6.603 0.093
H 0.278 0.571 -7.063 -0.004
H 1.605 0.818 -6.395 0.067
```

Computed properties:
- total charge = 0
- orbital gap (eV) = 8.629
- ΔE to the lowest compared entry with this formula, charge and spin (kJ/mol) = 1694.3
- E_HOMO (eV) = -8.04



No. 3
Entry from OMol25: 2 unconnected molecules or ions with the total composition C4H14N2O in a non-equilibrium geometry (the ωB97M-V functional and the def2-TZVPD basis).

Structure (XYZ):
```
21
Properties=species:S:1:pos:R:3:lowdin_charge:R:1
C -1.478 -0.701 1.611 -0.126
C -0.004 -0.572 1.340 -0.563
C 0.802 0.272 2.271 -0.156
N 0.073 -0.156 -0.038 -0.086
C 0.267 -0.995 -1.278 -0.459
N -0.385 -0.401 -2.546 -0.088
H -1.747 -1.393 2.492 0.080
H -1.967 0.279 1.598 0.059
H -1.821 -1.208 0.557 0.111
H 0.524 -1.520 1.531 0.130
H 0.723 -0.137 3.298 0.073
H 1.811 0.133 1.926 0.046
H 0.670 1.372 2.186 0.070
H -0.702 0.434 -0.301 0.064
H 1.360 -1.226 -1.535 0.035
H -0.160 -2.018 -0.980 0.083
H -0.447 -1.203 -3.183 -0.020
H 0.193 0.307 -3.086 0.000
H 0.180 3.015 -1.470 -0.001
H 1.334 2.455 -2.167 -0.037
O 0.774 3.264 -2.223 -0.217
```

Computed properties:
- total charge = -1
- multiplicity = 2
- orbital gap (spin up / spin down) (eV) = 2.725 / 8.515
- ΔE to the lowest compared entry with this formula, charge and spin (kJ/mol) = 168.0
- E_HOMO (spin up / spin down) (eV) = 1.14 / -4.88
- <S²> = 0.751



No. 4
Entry from OMol25: 10 unconnected molecules or ions with the total composition C55H118F12N6O11S in a non-equilibrium geometry (the ωB97M-V functional and the def2-TZVPD basis).

Structure (XYZ):
```
203
Properties=species:S:1:pos:R:3:lowdin_charge:R:1
C -4.930 0.239 -3.737 0.019
N -4.482 0.634 -2.350 -0.328
C -3.775 1.960 -2.216 0.029
C -5.760 0.701 -1.604 -0.027
C -3.661 -0.482 -1.766 -0.083
C -2.251 -0.750 -2.281 -0.182
O -2.210 -1.550 -3.495 -0.100
H -4.093 0.231 -4.432 0.110
H -5.656 0.961 -4.079 0.106
H -5.395 -0.715 -3.685 0.095
H -3.534 2.131 -1.208 0.065
H -4.461 2.697 -2.524 0.098
H -2.777 1.871 -2.706 0.117
H -6.374 1.552 -1.897 0.110
H -5.519 0.870 -0.555 0.076
H -6.432 -0.162 -1.706 0.120
H -4.295 -1.328 -2.026 0.141
H -3.633 -0.166 -0.767 0.088
H -1.738 -1.344 -1.455 0.113
H -1.676 0.129 -2.431 0.090
H -1.393 -2.074 -3.360 0.015
C 2.383 5.738 2.332 0.042
N 2.952 4.420 1.861 -0.324
C 1.927 3.591 1.168 0.004
C 3.996 4.665 0.878 -0.036
C 3.585 3.606 2.976 -0.116
C 4.724 4.239 3.682 -0.228
O 5.876 4.005 2.909 -0.061
H 3.176 6.508 2.452 0.117
H 1.791 5.762 3.220 0.099
H 1.751 6.096 1.500 0.105
H 2.352 2.548 0.984 0.115
H 1.744 4.044 0.169 0.074
H 1.021 3.458 1.799 0.110
H 3.546 4.923 -0.095 0.072
H 4.551 3.721 0.802 0.109
H 4.735 5.412 1.190 0.120
H 3.987 2.699 2.477 0.129
H 2.803 3.208 3.602 0.119
H 4.655 3.662 4.650 0.156
H 4.679 5.283 3.899 0.117
H 6.650 3.715 3.412 0.112
C 1.188 0.854 -1.995 -0.061
C 2.604 1.387 -2.209 -0.225
C 2.552 2.486 -3.214 -0.125
N 3.903 3.059 -3.625 -0.248
C 4.674 2.149 -4.526 0.042
C 4.728 3.507 -2.467 -0.155
C 5.706 4.545 -2.939 -0.109
C 4.867 5.269 -4.067 -0.100
C 3.652 4.414 -4.261 -0.105
H 1.148 -0.053 -1.400 0.035
H 0.827 0.560 -2.962 0.070
H 0.530 1.660 -1.633 0.092
H 3.320 0.610 -2.489 0.105
H 3.068 1.854 -1.341 0.092
H 2.190 3.386 -2.729 0.096
H 1.991 2.345 -4.189 0.170
H 5.660 2.551 -4.736 0.113
H 4.115 2.099 -5.473 0.113
H 4.573 1.141 -4.199 0.085
H 5.249 2.707 -1.990 0.132
H 4.005 4.040 -1.790 0.111
H 6.663 4.133 -3.279 0.107
H 5.990 5.233 -2.057 0.148
H 5.389 5.428 -4.990 0.111
H 4.481 6.239 -3.858 0.090
H 3.369 4.247 -5.239 0.118
H 2.819 4.767 -3.704 0.089
C 0.679 -7.390 -2.998 -0.048
C 0.521 -6.908 -4.525 -0.180
C 0.795 -5.398 -4.685 -0.127
N 0.354 -4.717 -5.993 -0.268
C -1.109 -4.415 -6.000 0.050
C 0.835 -5.628 -7.090 -0.113
C 2.313 -5.432 -7.127 -0.135
C 2.560 -3.997 -6.581 -0.107
C 1.149 -3.441 -6.131 -0.058
H 0.055 -6.837 -2.320 0.061
H 1.703 -7.293 -2.715 0.059
H 0.516 -8.462 -2.910 0.073
H -0.541 -7.111 -4.895 0.123
H 1.211 -7.487 -5.154 0.102
H 1.865 -5.348 -4.644 0.104
H 0.295 -4.800 -3.931 0.108
H -1.598 -5.351 -5.712 0.108
H -1.372 -4.088 -6.972 0.097
H -1.338 -3.659 -5.204 0.119
H 0.364 -5.291 -7.975 0.126
H 0.484 -6.651 -6.896 0.132
H 2.719 -5.647 -8.114 0.130
H 2.790 -6.134 -6.490 0.100
H 3.118 -3.275 -7.244 0.132
H 3.257 -4.066 -5.763 0.095
H 0.709 -2.871 -6.958 0.139
H 1.124 -2.861 -5.234 0.106
C 2.174 -8.106 3.153 -0.084
C 2.161 -6.567 3.216 -0.206
C 1.030 -6.008 4.157 -0.081
N 0.842 -4.481 4.086 -0.269
C 1.684 -3.853 5.148 0.004
C -0.615 -4.136 4.388 -0.090
C -1.402 -4.292 3.040 -0.083
C -0.269 -4.343 1.936 -0.105
C 0.980 -3.882 2.701 -0.097
H 2.874 -8.529 3.913 0.094
H 2.488 -8.394 2.173 0.064
H 1.226 -8.583 3.284 0.066
H 1.906 -6.329 2.171 0.100
H 3.092 -6.111 3.383 0.091
H 1.194 -6.166 5.263 0.148
H 0.162 -6.483 3.750 0.112
H 1.534 -2.809 5.154 0.067
H 2.803 -3.984 5.060 0.133
H 1.393 -4.269 6.125 0.110
H -0.497 -3.072 4.706 0.119
H -0.920 -4.777 5.244 0.140
H -1.980 -3.386 2.900 0.054
H -1.970 -5.251 3.110 0.126
H -0.400 -3.641 1.166 0.061
H -0.142 -5.319 1.650 0.077
H 0.925 -2.771 2.895 0.108
H 1.970 -4.128 2.267 0.134
C -2.270 -1.406 1.574 -0.086
C -3.505 -1.355 2.475 -0.201
C -3.343 -0.333 3.601 -0.140
N -4.397 -0.399 4.654 -0.237
C -4.522 -1.753 5.210 0.022
C -5.867 0.022 4.191 -0.020
C -6.525 0.679 5.488 -0.106
C -5.332 1.048 6.368 -0.179
C -4.106 0.672 5.675 -0.122
H -1.386 -1.725 2.138 0.055
H -2.120 -0.395 1.154 0.088
H -2.362 -2.131 0.783 0.071
H -3.667 -2.340 2.968 0.090
H -4.424 -1.048 1.981 0.107
H -3.386 0.628 3.106 0.090
H -2.399 -0.444 4.132 0.131
H -4.911 -1.597 6.195 0.113
H -3.596 -2.290 5.116 0.103
H -5.201 -2.291 4.632 0.081
H -6.388 -0.845 3.760 0.125
H -5.728 0.830 3.387 0.130
H -7.296 0.012 5.975 0.128
H -7.077 1.588 5.171 0.120
H -5.402 0.563 7.301 0.102
H -5.331 2.081 6.609 0.119
H -3.240 0.394 6.286 0.147
H -3.736 1.591 5.047 0.151
C -4.340 2.674 1.413 -0.508
O -3.956 2.808 2.817 -0.136
O -4.143 1.507 0.903 -0.145
C -5.805 3.258 1.422 -0.550
F -5.691 4.469 1.912 0.174
F -6.395 3.285 0.248 0.156
F -6.683 2.451 2.159 0.074
C -2.549 2.967 2.955 -0.275
C -1.971 4.351 2.675 -0.069
H -1.136 4.550 3.403 0.080
H -1.578 4.468 1.640 0.053
H -2.650 5.220 2.732 0.086
H -1.929 2.312 2.342 0.106
H -2.454 2.714 4.022 0.104
H -3.771 3.484 0.986 0.127
C 0.519 0.210 3.382 -0.486
O 1.550 0.668 2.539 -0.114
O 0.458 -1.063 3.719 -0.184
C 0.640 1.116 4.721 -0.457
F 0.734 2.468 4.423 0.053
F -0.535 1.016 5.404 0.083
F 1.583 0.955 5.685 0.115
C 2.704 -0.151 2.351 -0.221
C 2.873 -0.710 0.932 -0.062
H 3.638 -1.485 0.727 0.083
H 1.983 -1.168 0.475 0.042
H 3.199 -0.013 0.198 0.035
H 2.712 -0.934 3.143 0.117
H 3.595 0.514 2.511 0.107
H -0.374 0.618 2.893 0.123
C 1.372 6.160 -1.662 -0.475
O 0.071 5.876 -2.215 -0.124
O 2.178 5.127 -1.464 -0.211
C 1.876 7.210 -2.642 -0.516
F 1.309 8.433 -2.517 0.132
F 3.170 7.452 -2.561 0.146
F 1.654 6.878 -3.992 0.081
C -0.851 5.242 -1.291 -0.238
C -1.987 5.076 -2.248 -0.067
H -2.810 4.416 -1.891 0.060
H -2.379 6.027 -2.497 0.076
H -1.638 4.537 -3.129 0.085
H -0.950 5.861 -0.393 0.114
H -0.424 4.269 -0.909 0.112
H 1.123 6.742 -0.757 0.143
C 2.306 -3.228 -1.749 -0.631
F 2.544 -4.293 -2.579 0.094
F 2.744 -3.691 -0.547 0.096
F 3.073 -2.260 -2.200 0.160
S 0.549 -2.845 -1.569 0.457
O 0.305 -1.802 -0.645 -0.292
O 0.299 -2.487 -2.990 -0.346
O -0.046 -4.109 -1.263 -0.273
```

Computed properties:
- total charge = +2
- orbital gap (eV) = 8.010
- ΔE to the lowest compared entry with this formula, charge and spin (kJ/mol) = 0.0
- E_HOMO (eV) = -11.18



| no. | electronic energy (Ha) |
| --- | --- |
| 1 | -7775.638740 |
| 2 | -1245.128131 |
| 3 | -345.437813 |
| 4 | -4918.453214 |